1.
Density functional theory data (ωB97M-V/def2-TZVPD) for C16H14Br2NO9Rh as an isolated structure.

Summary:
HOMO level (alpha / beta) = -9.004 / -9.004 eV
frontier orbital gap (alpha / beta) = 0.1890 / 0.1890 Ha
charge = 0
energy relative to the best compared isomer or geometry (same formula, charge and spin) = 36.3 kcal per mole

```
43
Properties=species:S:1:pos:R:3:forces:R:3
Rh -0.5166 0.0679 -0.6307 0.0 -0.7 3.7
Br 3.0534 1.2088 -0.9052 0.5 0.3 0.1
Br 0.2628 0.1216 -2.8536 1.0 0.6 -1.2
O 1.3450 -0.9235 0.3469 -1.0 0.8 -1.1
O -1.9075 -3.7306 0.1148 -0.3 0.2 -0.5
O -1.2481 -1.7807 -0.7692 -0.8 0.1 -1.3
O -0.0115 1.9646 -0.2350 0.7 0.6 0.0
O -1.9604 8.8147 -0.6368 0.0 0.0 0.0
O -2.2734 8.4437 1.4596 0.0 0.0 0.0
O -2.0292 -1.1492 2.9787 -0.2 0.6 -0.2
O -1.2277 0.0567 1.2569 -0.7 1.0 -0.4
O -2.0349 1.8402 -1.0243 0.6 -1.2 0.1
N -2.0142 8.0832 0.3307 0.0 0.1 0.0
C 2.5898 1.8449 -2.4967 -2.1 -1.5 0.2
C -1.2028 -0.9005 2.1316 1.0 -1.3 0.1
C -1.2923 3.9826 -0.2808 -0.1 -0.1 -0.1
C -1.1535 -2.7877 0.0378 0.9 -0.2 1.1
C 1.3126 -0.9340 1.8000 0.0 -0.5 0.8
C -1.7445 6.6517 0.1178 0.1 -0.3 0.0
C 2.5657 -1.7580 2.1334 0.0 0.2 -0.4
C 1.3473 -2.3660 0.1649 0.1 -0.9 0.5
C 0.0769 -1.7795 2.1071 -0.7 0.6 -0.1
C 0.1032 -2.8091 0.9437 -0.5 0.1 -0.6
C -1.7128 5.8065 1.2129 0.0 0.2 0.1
C -1.4742 4.4579 1.0109 0.0 0.0 0.0
C 2.5936 -2.7757 0.9587 0.1 0.4 -0.2
C -1.5258 6.1970 -1.1705 0.0 0.1 -0.1
C -1.3114 4.8449 -1.3711 0.0 0.0 0.1
C -1.1209 2.5224 -0.5229 -0.1 0.0 -0.1
H 1.2961 0.0803 2.1881 0.0 0.0 -0.2
H -1.5328 6.9008 -1.9894 0.0 0.0 0.0
H 1.3555 -2.6226 -0.8902 0.0 0.2 0.0
H 2.4830 -2.2339 3.1067 0.0 0.1 0.0
H -1.8713 6.2170 2.1989 0.0 0.0 0.0
H 1.9646 2.7288 -2.5333 0.3 0.2 -0.1
H 2.7162 1.1912 -3.3506 0.6 0.4 -0.2
H 0.0911 -2.2461 3.0882 0.3 -0.1 0.0
H 3.4443 -1.1123 2.1197 0.1 -0.1 0.1
H 3.4789 -2.6406 0.3366 0.1 -0.1 0.1
H -1.1589 4.4568 -2.3697 -0.1 0.0 0.0
H 2.5502 -3.8120 1.2831 -0.1 0.0 0.0
H -1.4463 3.7774 1.8515 0.0 0.0 0.0
H 0.1500 -3.8362 1.2948 0.3 0.0 0.1
```
Positions in Å, forces in eV/Å.

Now the Löwdin charges, all in e: atom 1 (Rh): 1.0100, atom 2 (Br): 0.9466, atom 3 (Br): 0.3276, atom 4 (O): -0.2288, atom 5 (O): 0.0984, atom 6 (O): -0.1781, atom 7 (O): -0.1775, atom 8 (O): 0.0811, atom 9 (O): 0.0851, atom 10 (O): 0.1061, atom 11 (O): -0.1247, atom 12 (O): 0.0429, atom 13 (N): -0.3527, atom 14 (C): -0.4576, atom 15 (C): -0.5757, atom 16 (C): -0.1236, atom 17 (C): -0.5875, atom 18 (C): -0.2371, atom 19 (C): -0.1369, atom 20 (C): -0.0816, atom 21 (C): -0.2346, atom 22 (C): -0.0986, atom 23 (C): -0.0982, atom 24 (C): 0.0214, atom 25 (C): 0.0183, atom 26 (C): -0.0830, atom 27 (C): 0.0148, atom 28 (C): 0.0046, atom 29 (C): -0.6012, atom 30 (H): 0.1650, atom 31 (H): 0.1220, atom 32 (H): 0.1602, atom 33 (H): 0.1221, atom 34 (H): 0.1239, atom 35 (H): 0.0238, atom 36 (H): -0.0168, atom 37 (H): 0.1569, atom 38 (H): 0.1108, atom 39 (H): 0.1132, atom 40 (H): 0.1269, atom 41 (H): 0.1224, atom 42 (H): 0.1340, atom 43 (H): 0.1562

***

2.
Density functional theory data (ωB97M-V/def2-TZVPD) for C16H14CaN4O4S2 as an isolated structure.

Summary:
HOMO level = -8.348 eV
frontier orbital gap = 0.2715 Ha
charge = 0

```
41
Properties=species:S:1:pos:R:3:forces:R:3
Ca 0.1596 0.9741 -1.1175 -0.4 -1.8 0.5
S 1.1219 3.1626 -1.5637 0.3 1.4 -0.3
S 4.4314 -1.1739 5.0326 -0.1 0.1 0.1
O 2.1028 2.1492 -1.0468 0.3 0.2 0.1
O 0.0269 3.1800 -0.5081 0.1 0.2 0.0
O 0.4651 2.4707 -2.7311 0.1 0.3 -0.2
O 1.6757 4.4477 -1.8610 0.0 0.0 0.0
N 4.3758 1.4298 4.6518 0.2 -0.1 0.3
N 0.9964 0.2280 1.1399 0.2 0.1 0.3
N -2.2238 0.6321 -1.1510 -0.5 0.0 -0.1
N -0.4317 -1.3156 -1.8557 -0.3 -0.5 -0.1
C -1.7387 -1.6436 -1.8390 0.0 0.6 0.1
C 3.9082 0.2169 4.3365 -0.5 0.2 -0.8
C 2.1996 1.3992 2.8439 -0.2 0.2 0.0
C -1.2198 -3.9339 -2.2735 -0.1 -0.2 0.0
C 0.4628 -2.2786 -2.1016 -0.1 0.3 0.1
C -2.1596 -2.9470 -2.0318 -0.1 -0.1 0.0
C -4.8960 0.4536 -1.7625 -0.2 -0.1 -0.1
C -3.0228 1.6940 -0.9957 0.2 -0.3 0.0
C 1.6265 -0.8857 1.5332 -0.2 0.0 -0.2
C 1.2819 1.3542 1.8077 0.0 -0.2 -0.2
C 2.8623 0.2445 3.2239 0.5 -0.1 0.7
C -4.3747 1.6402 -1.2882 0.0 0.1 0.0
C 0.1198 -3.5982 -2.3210 0.0 -0.1 0.0
C 2.5471 -0.9269 2.5573 0.0 -0.2 -0.1
C -2.7285 -0.5171 -1.6249 0.7 -0.1 0.1
C -4.0663 -0.6450 -1.9408 -0.2 0.0 0.0
H -5.9470 0.3800 -2.0125 0.0 0.0 0.0
H -4.9881 2.5204 -1.1544 0.0 0.0 0.0
H 1.5047 -1.9793 -2.1242 0.0 0.1 0.0
H 0.8867 -4.3336 -2.5180 0.0 0.0 0.0
H 3.0321 -1.8542 2.8279 0.0 0.0 0.0
H -3.2102 -3.1934 -1.9836 0.0 0.0 0.0
H -4.4600 -1.5668 -2.3444 0.0 0.0 0.0
H 5.0974 1.4927 5.3502 0.0 0.0 0.0
H 0.7874 2.2607 1.4745 0.0 0.0 -0.1
H 1.3830 -1.7954 0.9952 0.0 0.0 0.0
H -2.5461 2.6028 -0.6427 0.1 0.0 0.0
H 4.1467 2.2539 4.1271 0.0 0.0 -0.1
H -1.5356 -4.9582 -2.4255 0.0 0.0 0.0
H 2.3474 2.3589 3.3175 0.0 0.0 0.1
```
Positions in Å, forces in eV/Å.

Now the Löwdin charges, all in e: atom 1 (Ca): 1.3682, atom 2 (S): 0.2246, atom 3 (S): 0.6755, atom 4 (O): -0.4933, atom 5 (O): -0.5140, atom 6 (O): -0.5054, atom 7 (O): -0.3016, atom 8 (N): 0.0904, atom 9 (N): -0.0178, atom 10 (N): 0.0114, atom 11 (N): 0.0201, atom 12 (C): -0.1929, atom 13 (C): -0.8225, atom 14 (C): 0.0047, atom 15 (C): -0.0410, atom 16 (C): -0.1166, atom 17 (C): -0.0080, atom 18 (C): -0.0419, atom 19 (C): -0.0833, atom 20 (C): -0.1191, atom 21 (C): -0.1109, atom 22 (C): -0.2062, atom 23 (C): -0.0349, atom 24 (C): -0.0459, atom 25 (C): -0.0409, atom 26 (C): -0.2039, atom 27 (C): -0.0089, atom 28 (H): 0.1148, atom 29 (H): 0.1138, atom 30 (H): 0.1225, atom 31 (H): 0.1124, atom 32 (H): 0.0826, atom 33 (H): 0.1092, atom 34 (H): 0.1077, atom 35 (H): 0.1021, atom 36 (H): 0.1004, atom 37 (H): 0.1053, atom 38 (H): 0.1176, atom 39 (H): 0.0958, atom 40 (H): 0.1162, atom 41 (H): 0.1136

***

3.
Density functional theory data (ωB97M-V/def2-TZVPD) for C16H14ClF8N6O4PbSb as an isolated structure.

Summary:
HOMO level (alpha / beta) = -5.182 / -5.239 eV
2S+1 = 2
frontier orbital gap (alpha / beta) = 0.2488 / 0.2358 Ha
charge = -1
energy relative to the best compared isomer or geometry (same formula, charge and spin) = 3.7 kcal per mole

```
51
Properties=species:S:1:pos:R:3:forces:R:3
Pb 0.4189 -0.5243 -0.8683 1.8 0.0 -0.9
Sb 2.2046 -4.3179 -0.9223 -0.9 1.8 -1.2
Cl -2.5773 6.1408 1.8283 0.0 0.2 0.0
F 2.7391 -5.8825 0.0087 -0.3 0.5 -0.5
F 0.4272 -1.4420 2.1667 0.1 0.2 0.3
F 2.0532 0.0820 1.9806 -0.3 -0.2 -0.2
F 1.6711 -2.5314 -1.6430 0.5 -1.0 -0.3
F 2.6071 -3.1344 0.5273 0.3 -0.7 0.2
F 0.3707 -4.2778 -0.3140 1.3 -0.9 -0.3
F 3.9998 -3.9507 -1.6047 -1.3 -0.5 0.5
F 1.6732 -5.1075 -2.6241 0.6 0.4 1.6
O -1.1644 -1.9921 -0.4566 -2.1 0.1 0.5
O -7.0049 -3.5363 -0.3126 -0.1 1.8 -0.6
O -7.3663 -1.3808 -0.4253 -0.1 -0.2 -0.5
O -1.6088 0.6117 -1.4375 -2.5 0.3 0.8
N 4.6657 1.9911 -0.4635 -0.5 0.1 -0.1
N 4.0673 0.8045 -0.3763 2.6 -0.2 0.4
N 5.0775 -0.0611 -0.0805 -1.1 2.2 -0.4
N 4.7369 -1.3318 0.3334 1.7 -0.3 0.6
N -6.6273 -2.3451 -0.3758 -0.4 -1.6 1.8
N 6.2654 0.5555 0.0053 -0.6 -1.4 0.6
C 1.7072 2.6037 -0.2879 -0.6 1.0 -0.7
C -2.4612 -1.9530 -0.3293 1.8 -1.4 -0.5
C 5.9694 1.8484 -0.2001 -0.4 -1.5 -0.6
C -0.7919 4.0976 2.0081 0.0 0.1 -1.2
C 0.0618 4.4476 -0.6784 0.6 -1.3 0.0
C 0.1234 3.2178 1.4326 0.4 0.5 0.5
C -3.0947 -3.1679 0.0777 -0.3 -0.8 0.8
C -0.8957 5.2388 -0.1271 -0.8 1.8 0.0
C 0.6464 3.4222 0.1116 -0.6 -0.6 0.9
C -4.4611 -3.3285 0.1821 1.3 1.6 -1.3
C -3.2931 -0.8723 -0.6307 0.4 1.6 0.4
C -4.6614 -0.9506 -0.4705 -1.3 0.3 0.2
C 0.8428 -0.3486 1.4482 -0.8 0.5 -0.4
C -1.3456 5.1084 1.2039 1.1 -0.9 -0.5
C -5.2020 -2.1561 -0.2102 -0.8 -2.0 0.5
C -2.8042 0.3664 -1.1096 2.8 0.2 -1.1
H 0.1171 0.4872 1.6147 0.3 -0.5 0.7
H 5.5432 -1.9503 0.5537 -1.1 1.0 -0.7
H -3.5304 1.1240 -1.3377 -0.6 0.6 0.0
H 2.1057 2.7149 -1.2913 0.2 -0.2 0.2
H -4.9747 -4.2509 0.4396 0.3 0.3 0.0
H 2.2333 2.0684 0.4645 0.3 -0.6 0.1
H -5.3632 -0.0951 -0.4670 0.7 -0.4 -0.7
H -2.3658 -3.9341 0.3253 -0.3 -0.2 0.0
H -1.0944 4.0601 3.0312 -0.1 -0.4 0.5
H 0.3826 4.4815 -1.7236 -0.2 0.5 0.4
H 3.8801 -1.7512 -0.0360 0.5 0.4 -0.1
H 6.7703 2.5979 -0.2576 -0.8 -0.3 0.1
H -1.2390 6.1143 -0.6958 -0.2 -0.6 0.2
H 0.5665 2.3896 2.0139 -0.3 0.7 -0.2
```
Positions in Å, forces in eV/Å.

Now the Löwdin charges, all in e: atom 1 (Pb): 1.4041, atom 2 (Sb): 1.4911, atom 3 (Cl): 0.6502, atom 4 (F): -0.3605, atom 5 (F): -0.0570, atom 6 (F): -0.0816, atom 7 (F): -0.5314, atom 8 (F): -0.3767, atom 9 (F): -0.3668, atom 10 (F): -0.3904, atom 11 (F): -0.3815, atom 12 (O): -0.2292, atom 13 (O): 0.0244, atom 14 (O): 0.0594, atom 15 (O): -0.1942, atom 16 (N): -0.0140, atom 17 (N): 0.0601, atom 18 (N): -0.2382, atom 19 (N): 0.1256, atom 20 (N): -0.3482, atom 21 (N): 0.0811, atom 22 (C): 0.0228, atom 23 (C): -0.3040, atom 24 (C): -0.2355, atom 25 (C): -0.0964, atom 26 (C): -0.0441, atom 27 (C): -0.0294, atom 28 (C): 0.0328, atom 29 (C): -0.1264, atom 30 (C): -0.3006, atom 31 (C): 0.0473, atom 32 (C): -0.1489, atom 33 (C): 0.0296, atom 34 (C): -0.5068, atom 35 (C): -0.6843, atom 36 (C): -0.1724, atom 37 (C): -0.1523, atom 38 (H): 0.0475, atom 39 (H): 0.1236, atom 40 (H): 0.1234, atom 41 (H): 0.0640, atom 42 (H): 0.1181, atom 43 (H): 0.0194, atom 44 (H): 0.1479, atom 45 (H): 0.1213, atom 46 (H): 0.0922, atom 47 (H): 0.1203, atom 48 (H): 0.0584, atom 49 (H): 0.0991, atom 50 (H): 0.1059, atom 51 (H): 0.1013

***

Which total energy belongs to each record? In order, -6608.430667 -2612.243866 -2939.812700 a.u..
Which strongest force on any atom belongs to each record? In order, 3.8 1.9 3.0 eV/A.